Formula: C22H25BrN3O2SV
Source: the Open Molecules 2025 dataset
Level of theory: ωB97M-V/def2-TZVPD

Element x y z (Å)
1 V -1.132643 -0.240460 -0.308497
2 O -2.711251 5.764766 -0.675519
3 C -2.404339 4.450754 -0.497986
4 C -1.441516 4.020928 0.402973
5 C -1.216948 2.664573 0.535701
6 N -1.844346 1.739309 -0.204471
7 C -2.750508 2.189413 -1.066316
8 Br -3.486999 0.862728 -2.197012
9 C -3.090267 3.515150 -1.249904
10 H -2.071549 6.305693 -0.202199
11 H -0.887169 4.725428 1.010635
12 H -0.502379 2.275045 1.246829
13 H -3.822632 3.815601 -1.983616
14 O -2.725471 -0.713685 0.992242
15 N -3.103420 -1.975167 1.190437
16 C -4.060730 -2.193952 2.122029
17 C -4.504441 -3.448533 2.425387
18 C -3.939247 -4.539087 1.743786
19 C -2.978352 -4.304760 0.797980
20 C -2.526630 -3.002100 0.484640
21 S -1.360414 -2.658503 -0.700935
22 H -4.424426 -1.292142 2.589815
23 H -5.270248 -3.575937 3.176929
24 H -4.255109 -5.550954 1.963868
25 H -2.518572 -5.115911 0.250670
26 C 2.155360 -0.830126 3.064425
27 C 1.781547 -1.322045 1.664826
28 C 1.894314 -2.845081 1.574289
29 C 2.587613 -0.647025 0.575281
30 C 3.970156 -0.659857 0.630528
31 C 4.755209 -0.062642 -0.348611
32 C 4.106268 0.562493 -1.406647
33 C 2.724831 0.601910 -1.514635
34 C 2.126153 1.298808 -2.722936
35 C 1.268280 2.512497 -2.355173
36 C 1.346382 0.341324 -3.630439
37 C 1.902780 -0.015300 -0.514535
38 N 0.561038 -0.002370 -0.595152
39 H 1.509595 -1.290190 3.818755
40 H 2.045794 0.254272 3.134117
41 H 3.189877 -1.079782 3.316258
42 H 0.737299 -1.058761 1.484351
43 H 2.929833 -3.164621 1.728877
44 H 1.567233 -3.188333 0.592461
45 H 1.266889 -3.332084 2.328216
46 H 4.457965 -1.157095 1.465379
47 H 5.836875 -0.084785 -0.288968
48 H 4.699612 1.037086 -2.184913
49 H 2.977121 1.674580 -3.305014
50 H 0.412555 2.183715 -1.766388
51 H 0.908144 3.013787 -3.260180
52 H 1.844923 3.232529 -1.768221
53 H 0.486254 -0.059508 -3.094470
54 H 1.979166 -0.493795 -3.938941
55 H 1.000555 0.862219 -4.530007

Atoms 1-6, force components in eV/Å:
-0.3 -0.4 0.1
-0.1 0.3 -0.1
0.2 0.1 0.1
0.0 -0.2 0.0
0.3 0.4 0.3
0.1 -0.8 -0.3

Computed properties:
- spin multiplicity = 2
- total charge = -1
- molar mass (Da) = 526.38
- energy relative to the best compared isomer or geometry (same formula, charge and spin) (kJ/mol) = 255.0
- gap between HOMO and LUMO (spin up / spin down) (eV) = 4.1 / 4.0

Formula: C22H24FIN2OTi
Source: the Open Molecules 2025 dataset
Level of theory: ωB97M-V/def2-TZVPD

Element x y z (Å)
1 Ti 0.700505 -0.308522 -0.006492
2 C -0.752997 2.297970 0.572542
3 C -1.511541 1.306913 -0.025352
4 C -1.667484 0.065745 0.604236
5 C -1.045286 -0.172623 1.832747
6 C -0.310837 0.855134 2.450452
7 C -0.169646 2.077762 1.827171
8 H -0.599802 3.239569 0.064298
9 H -1.962101 1.480207 -0.993590
10 H -2.253852 -0.711859 0.133404
11 H -1.167898 -1.126665 2.328875
12 H 0.166008 0.677054 3.405154
13 H 0.434079 2.850970 2.280214
14 F -0.399876 -3.021350 -5.619903
15 C -0.234933 -2.442740 -4.405213
16 C -1.335825 -1.924293 -3.758973
17 C -1.143548 -1.320825 -2.518731
18 C 0.107501 -1.219536 -1.894692
19 C 1.177474 -1.785375 -2.612420
20 C 1.030267 -2.387665 -3.856717
21 H -2.309566 -1.987215 -4.228046
22 H -2.026526 -0.906554 -2.037079
23 H 2.183201 -1.740308 -2.199050
24 H 1.868063 -2.802844 -4.402171
25 C 3.780951 -5.369191 5.269426
26 C 3.844188 -3.940670 4.748454
27 N 4.938386 -3.719613 3.812280
28 C 6.300301 -3.733165 4.348562
29 C 7.105984 -4.933321 3.874763
30 C 4.792214 -3.291043 2.531579
31 O 5.730578 -2.908124 1.855234
32 C 3.418850 -3.337551 1.918292
33 C 2.726178 -4.525160 1.748526
34 C 1.515785 -4.505342 1.072326
35 C 1.033401 -3.297583 0.611575
36 N 1.692053 -2.139834 0.780135
37 C 2.876193 -2.170340 1.400746
38 H 2.965326 -5.473267 5.985885
39 H 4.706836 -5.647095 5.774255
40 H 3.616678 -6.076214 4.455127
41 H 3.969275 -3.248470 5.586813
42 H 2.907899 -3.674339 4.263408
43 H 6.217666 -3.727676 5.436254
44 H 6.796617 -2.811729 4.043041
45 H 6.636619 -5.869854 4.179488
46 H 8.111598 -4.901035 4.295627
47 H 7.191355 -4.919832 2.789190
48 H 3.133239 -5.456209 2.123617
49 H 0.952935 -5.411576 0.898759
50 H 0.102866 -3.236387 0.059553
51 H 3.406361 -1.228229 1.477024
52 I 2.906290 1.360597 -0.021904

Atoms 1-6, force components in eV/Å:
-0.1 0.2 0.0
0.0 0.0 0.0
0.0 0.1 0.0
0.0 -0.1 0.0
0.1 0.0 -0.1
0.0 0.0 0.0

Computed properties:
- spin multiplicity = 3
- molar mass (Da) = 526.22
- energy relative to the best compared isomer or geometry (same formula, charge and spin) (kJ/mol) = 64.2
- gap between HOMO and LUMO (spin up / spin down) (eV) = 6.5 / 8.0

Formula: C2H6CsO
Source: the Open Molecules 2025 dataset
Level of theory: ωB97M-V/def2-TZVPD

Element x y z (Å)
1 Cs 1.844460 -3.190272 -0.272985
2 C -0.633220 1.158160 -0.194557
3 C -0.182177 -0.294211 -0.114649
4 O 0.390908 -0.540532 1.169239
5 H -0.999166 1.431377 -1.185325
6 H 0.212747 1.806202 0.040021
7 H -1.426254 1.367974 0.518888
8 H 0.540188 -0.600844 -0.884911
9 H -1.016389 -0.991148 -0.237414
10 H 1.268903 -0.146707 1.161693

Atoms 1-6, force components in eV/Å:
-0.1 0.0 0.1
0.2 -0.1 -0.5
-0.4 0.1 0.1
0.4 -0.8 -0.1
0.0 -0.1 0.0
0.0 0.1 0.0

Computed properties:
- total charge = +1
- molar mass (Da) = 178.97
- energy relative to the best compared isomer or geometry (same formula, charge and spin) (kJ/mol) = 41.5
- gap between HOMO and LUMO (eV) = 10.5

Formula: C3H6O3
Source: the Open Molecules 2025 dataset
Level of theory: ωB97M-V/def2-TZVPD

Element x y z (Å)
1 O -1.493091 -0.392067 0.023428
2 C -0.289562 -0.205991 -0.037386
3 C 0.566006 -0.550746 1.122551
4 O -0.130493 -0.994717 2.215662
5 C 0.376644 0.356732 -1.255148
6 O -0.402886 0.405505 -2.376162
7 H 1.401485 -1.214966 0.900900
8 H 1.296312 0.466717 1.042001
9 H -1.064421 -0.886869 1.964870
10 H 1.440441 -0.246419 -1.176326
11 H 0.852293 1.326301 -1.106776
12 H -1.183664 -0.111999 -2.142677

Atoms 1-6, force components in eV/Å:
0.3 0.1 -0.3
-0.9 -0.2 -0.1
2.8 2.0 -1.1
0.0 0.7 0.2
3.4 -0.5 1.3
0.0 -0.7 -0.3

Computed properties:
- molar mass (Da) = 90.08
- energy relative to the best compared isomer or geometry (same formula, charge and spin) (kJ/mol) = 221.0
- gap between HOMO and LUMO (eV) = 11.2

Formula: C3H7N3O
Source: the Open Molecules 2025 dataset
Level of theory: ωB97M-V/def2-TZVPD

Element x y z (Å)
1 H -1.424167 2.709985 0.030408
2 N -0.732211 1.964333 0.017263
3 C -1.382236 0.863519 -0.044714
4 N -0.828664 -0.393470 -0.071659
5 C -1.685996 -1.555100 0.058971
6 C 0.547952 -0.605367 -0.037347
7 N 1.425180 0.326661 0.063864
8 O 2.692110 -0.284001 -0.033454
9 H -2.491093 0.820791 -0.043981
10 H -2.732070 -1.234601 0.007117
11 H -1.447749 -2.299167 -0.724570
12 H -1.500180 -2.045267 1.032872
13 H 0.839282 -1.665771 -0.176713
14 H 3.290633 0.485051 0.214759

Atoms 1-6, force components in eV/Å:
0.1 0.1 0.0
-0.6 -0.7 -0.1
-0.5 0.9 0.3
0.6 0.4 0.0
0.3 -0.6 0.2
0.4 0.0 -0.3

Computed properties:
- molar mass (Da) = 101.11
- energy relative to the best compared isomer or geometry (same formula, charge and spin) (kJ/mol) = 303.2
- gap between HOMO and LUMO (eV) = 9.3

- Look up the molar mass of the fifth one.
  101.11 Da

- Which value of energy relative to the best compared isomer or geometry (same formula, charge and spin) does entry 3 give?
  41.5 kJ/mol

- Number 3 is which compound?
  C2H6CsO